No. 1
ORCA calculation (ωB97M-V/def2-TZVPD) on a gas-phase ion, C7H15N2O5S (charge -1) in a non-equilibrium geometry.

Geometry as XYZ:
```
30
Properties=species:S:1:pos:R:3:forces:R:3:nbo_charge:R:1
C -3.249364 -1.040397 -0.200915 -0.019 0.592 -2.793 -0.403
N -1.817935 -1.085356 -0.066338 1.296 2.059 0.791 -0.478
C -0.960829 -2.229762 -0.280233 -3.928 -1.976 -0.300 -0.421
C -1.218429 0.194994 -0.192930 -1.934 -0.878 0.085 0.810
O -1.882538 1.108573 -0.687657 0.375 0.332 -0.359 -0.713
N -0.019389 0.311828 0.362068 -0.305 -0.608 -0.587 -0.502
C 0.270801 -0.452158 1.545213 2.739 0.951 0.468 -0.443
C 0.908035 1.380805 -0.110461 -0.019 -1.611 3.240 0.519
C 0.938798 1.323289 -1.623282 0.674 5.086 1.716 -0.710
C 0.464961 2.612431 0.779896 0.826 -2.170 -2.798 -0.626
O 2.239449 0.890784 0.425882 -1.481 1.621 -0.489 -0.785
S 2.922973 -0.480489 -0.159969 -1.113 -0.201 -1.594 2.559
O 1.811928 -1.184247 -0.867458 2.016 0.498 0.241 -1.047
O 4.003999 0.042094 -0.985157 -0.592 -0.782 0.441 -0.985
O 3.256819 -1.200605 1.035801 1.082 -0.103 0.574 -0.999
H -3.675201 0.026934 0.049720 0.900 -2.491 -0.252 0.247
H -3.473617 -1.263191 -1.324312 -0.214 0.591 1.549 0.159
H -3.610232 -1.893157 0.319824 -0.954 -0.408 0.860 0.183
H -1.055665 -3.112333 0.356873 -0.809 0.271 1.102 0.170
H -1.184658 -2.728134 -1.208064 0.040 0.240 -1.151 0.173
H 0.024549 -2.056932 -0.206103 3.319 1.362 -0.326 0.263
H 1.311354 -0.813484 1.439025 -0.590 0.668 0.884 0.261
H 0.158882 0.250951 2.386051 0.158 -0.686 0.263 0.174
H -0.166478 -1.398930 1.708852 -1.590 -0.352 -0.041 0.218
H 1.912903 1.876316 -1.839017 -1.503 -0.291 -0.436 0.223
H -0.016822 1.804126 -1.927950 0.935 -0.675 -0.597 0.244
H 1.152317 0.332835 -1.715349 -0.236 -2.677 -1.590 0.278
H 0.386782 2.387039 1.773358 0.663 -1.017 2.659 0.207
H 1.053398 3.415100 0.609112 2.451 2.581 -0.222 0.199
H -0.486794 2.981086 0.603518 -2.187 0.076 -1.334 0.226
```
Positions in Å, forces in eV/Å.

Computed properties:
HOMO level (eV): -5.382
Energy relative to the best compared isomer or geometry (same formula, charge and spin) (kJ/mol): 69.2
Molar mass (g/mol): 239.3
Net charge: -1
HOMO-LUMO gap (eV): 8.70
E_LUMO (eV): 3.32
SMILES string: CN(C)C(=O)N(C)C(C)(C)OS(=O)(=O)[O-]
Max |F| (eV/A): 5.41


No. 2
ORCA calculation (ωB97M-V/def2-TZVPD) on a gas-phase ion, C7H15N2OS (charge +1).

Geometry as XYZ:
```
26
Properties=species:S:1:pos:R:3:forces:R:3:nbo_charge:R:1
N 3.695440 -0.749308 0.478890 0.017 -0.203 -0.033 -0.811
C 2.632084 -0.549858 -0.474083 0.005 0.121 -0.052 -0.232
C 1.709770 0.678587 -0.236459 0.015 0.139 0.077 0.080
O 2.426883 1.607586 0.549418 -0.104 0.206 -0.020 -0.706
C 0.420571 0.271970 0.494067 0.203 -0.139 -0.066 -0.406
C -0.576274 -0.452478 -0.451705 -0.269 0.320 0.314 -0.314
C -1.346987 -1.354591 0.432947 0.366 0.039 -0.136 0.319
N -2.576243 -1.029690 0.541034 -0.099 -0.168 0.220 -0.427
C -3.006010 0.024832 -0.402179 -0.033 -0.041 -0.367 -0.199
S -4.139796 1.250907 0.261360 -0.091 -0.132 0.308 0.074
C -1.668514 0.481404 -1.024553 0.007 -0.023 -0.307 -0.429
H 3.373702 -0.800926 1.436567 0.019 0.072 -0.032 0.357
H 4.396810 -0.024462 0.412516 -0.099 0.042 0.089 0.377
H 2.015733 -1.456717 -0.491358 0.011 0.033 -0.074 0.168
H 3.078563 -0.460822 -1.464645 0.035 -0.025 0.028 0.212
H 1.461216 1.129847 -1.207006 -0.124 -0.076 0.036 0.165
H 1.987186 2.468999 0.521017 0.145 -0.212 -0.029 0.479
H 0.709406 -0.374930 1.331102 0.026 0.034 -0.014 0.217
H -0.085337 1.135742 0.933069 0.045 0.012 -0.046 0.219
H -0.032547 -0.991217 -1.228725 -0.004 -0.153 0.099 0.276
H -0.898916 -2.155941 1.010093 -0.187 -0.029 0.077 0.251
H -3.215907 -1.476202 1.192230 -0.088 0.008 -0.124 0.454
H -3.605403 -0.490604 -1.154609 -0.016 0.054 -0.022 0.246
H -3.543931 1.396788 1.454227 0.160 0.148 -0.051 0.130
H -1.764421 0.396828 -2.105463 0.162 -0.005 0.008 0.252
H -1.447079 1.524254 -0.807751 -0.105 -0.023 0.117 0.246
```
Positions in Å, forces in eV/Å.

Computed properties:
HOMO level (eV): -12.004
Energy relative to the best compared isomer or geometry (same formula, charge and spin) (kJ/mol): 0.0
Molar mass (g/mol): 175.3
Net charge: +1
HOMO-LUMO gap (eV): 7.51
E_LUMO (eV): -4.50
SMILES string: NC[C@H](O)C[C@H]1C=[NH+][C@@H](S)C1
Max |F| (eV/A): 0.52


No. 3
ORCA calculation (ωB97M-V/def2-TZVPD) on a gas-phase ion, C7H15N2OS (charge +1) in a non-equilibrium geometry.

Geometry as XYZ:
```
26
Properties=species:S:1:pos:R:3:forces:R:3:nbo_charge:R:1
C -0.844382 2.228078 -1.013296 -2.476 0.213 2.008 -0.662
C -0.378804 1.217101 0.038690 -4.989 -0.882 -3.185 0.115
C -0.450139 1.871461 1.365702 -0.721 0.048 -0.304 -0.662
N 0.915085 0.502001 -0.250904 -0.441 0.230 0.197 -0.583
C 0.619865 -0.999889 -0.078009 1.124 -0.281 1.230 0.297
C 1.185171 -1.734711 -1.283631 1.030 -1.404 -2.868 -0.719
C 1.310523 -1.472792 1.186957 0.016 -1.661 1.259 -0.650
N -0.817305 -1.091499 0.169412 -0.064 -0.948 -1.016 -0.169
O -1.264906 -2.414468 0.093127 2.740 0.309 0.382 -0.515
C -1.595475 -0.056373 -0.045730 2.414 2.417 0.094 0.048
S -3.180499 0.087174 -0.280095 0.032 -0.165 0.185 0.006
H -0.429874 3.204388 -0.762791 0.675 0.005 -1.019 0.237
H -1.983610 2.460886 -0.696605 2.328 -0.931 -1.014 0.270
H -0.859624 1.802563 -2.009479 0.296 0.598 -0.313 0.241
H -0.172507 1.132768 2.115914 -0.840 0.357 0.728 0.228
H -1.461001 2.440809 1.352365 1.710 -1.401 0.913 0.292
H 0.320225 2.603532 1.328147 0.723 1.121 0.440 0.217
H 1.362341 0.504552 -1.231321 -0.883 1.179 1.876 0.479
H 1.403846 1.026945 0.541617 0.863 -1.786 -1.611 0.475
H 0.904744 -1.425073 -2.371496 -0.189 0.016 2.049 0.254
H 0.930476 -2.828462 -1.273061 -0.030 1.060 0.335 0.294
H 2.339759 -1.762050 -1.361608 -1.734 0.452 0.762 0.259
H 0.679401 -2.280530 1.716062 0.803 1.342 -0.919 0.276
H 1.435052 -0.625388 1.933431 0.280 -1.224 -0.890 0.223
H 2.217703 -2.032677 0.847636 -0.231 0.990 1.009 0.247
H -2.186056 -2.358338 -0.031041 -2.434 0.346 -0.328 0.503
```
Positions in Å, forces in eV/Å.

Computed properties:
HOMO level (eV): -12.568
Energy relative to the best compared isomer or geometry (same formula, charge and spin) (kJ/mol): 293.1
Molar mass (g/mol): 175.3
Net charge: +1
HOMO-LUMO gap (eV): 9.37
E_LUMO (eV): -3.20
SMILES string: CC1(C)[NH2+]C(C)(C)N(O)C1=S
Max |F| (eV/A): 5.98


No. 4
ORCA calculation (ωB97M-V/def2-TZVPD) on a gas-phase ion, C7H15N3O2 (charge +2) in a non-equilibrium geometry.

Geometry as XYZ:
```
27
Properties=species:S:1:pos:R:3:forces:R:3:nbo_charge:R:1
C 1.408927 -1.868183 -0.925309 -0.741 0.974 -1.779 -0.334
C 0.629233 -2.189251 0.088405 1.756 -0.788 -0.618 0.103
C 1.241086 -2.874359 1.293279 -0.620 -0.285 -0.426 -0.665
N -0.849897 -2.022297 -0.014775 0.801 3.856 -1.523 -0.553
C -1.258078 -1.174906 1.222351 -1.875 -0.403 -2.003 -0.277
C -1.490082 0.276256 0.827069 2.149 1.101 -2.978 0.655
O -2.298514 1.119322 1.419455 1.365 0.644 -0.891 -0.622
N -0.753074 0.665957 -0.196442 -2.065 -2.344 2.772 -0.593
C -0.653597 1.791941 -0.890163 0.933 2.461 0.354 0.694
O -1.154399 2.057681 -1.958447 0.177 -0.208 0.290 -0.523
C 0.527343 2.803445 -0.320659 -0.855 -3.717 -0.164 -0.336
N 0.812540 3.561435 -1.497764 2.122 2.262 -3.507 -0.749
H 1.096676 -1.415736 -1.889206 -0.369 -0.326 0.776 0.218
H 2.469478 -2.011953 -0.950712 0.376 -0.289 0.592 0.248
H 0.548126 -3.692534 1.552476 0.911 -0.285 0.111 0.238
H 1.309680 -2.251254 2.160605 -0.160 0.609 0.651 0.231
H 2.312713 -3.129672 1.089077 -1.297 -0.330 -0.040 0.284
H -1.314285 -2.899675 -0.239272 -0.435 -0.105 0.525 0.468
H -1.002393 -1.289999 -0.855733 0.391 -2.058 1.778 0.486
H -0.399866 -1.328035 1.801764 0.461 0.285 1.839 0.272
H -2.211187 -1.512586 1.570263 -0.216 -0.783 0.850 0.256
H -3.071779 0.899109 1.915368 -0.797 -1.031 0.805 0.548
H 1.312938 2.025850 -0.089808 -0.405 1.477 0.025 0.248
H 0.203621 3.348916 0.541885 -0.081 0.396 0.315 0.269
H 0.908501 4.686597 -1.461666 -0.135 -3.335 0.177 0.492
H -0.018520 3.299334 -2.171136 0.718 0.571 0.713 0.476
H 1.694807 3.124595 -2.020903 -2.110 1.651 1.354 0.467
```
Positions in Å, forces in eV/Å.

Computed properties:
HOMO level (eV): -17.265
Energy relative to the best compared isomer or geometry (same formula, charge and spin) (kJ/mol): 125.5
Molar mass (g/mol): 173.2
Net charge: +2
HOMO-LUMO gap (eV): 10.48
E_LUMO (eV): -6.78
SMILES string: C=C(C)[NH2+]C/C(O)=N/C(=O)C[NH3+]
Max |F| (eV/A): 4.68


No. 5
ORCA calculation (ωB97M-V/def2-TZVPD) on 2 unconnected molecules or ions with the total composition C7H15N3S in a non-equilibrium geometry.

Geometry as XYZ:
```
26
Properties=species:S:1:pos:R:3:forces:R:3:lowdin_spin:R:1
C 2.892521 -1.969336 -2.438556 -2.726 1.872 0.448 0.006
C 3.869500 -2.858683 -2.735811 1.999 1.017 -1.913 0.372
C -0.019188 -0.862096 -3.683798 1.132 1.524 1.856 0.042
C -0.713407 -1.521166 -2.487217 -1.500 -1.107 1.226 0.007
C 0.912865 -0.251487 -1.504261 -0.337 0.226 0.625 0.018
C 1.288653 -0.256320 -2.972777 0.303 -0.760 0.484 0.050
C 3.622814 -1.723164 -5.207230 -0.573 0.066 1.502 0.782
N 2.494095 -0.974383 -3.228462 0.600 -2.572 -0.288 0.537
N 0.232087 -1.516404 -1.381540 0.428 -0.129 -1.068 0.032
N -3.416066 3.532278 8.018952 0.219 1.439 3.125 0.000
S 4.473811 -2.750069 -4.379496 0.939 -1.051 -0.325 0.069
H 2.236876 -2.117552 -1.582134 0.422 -0.223 0.488 0.011
H 4.630119 -3.304901 -2.115627 -0.578 -0.623 0.447 0.016
H 0.414154 -1.471932 -4.468792 -1.029 -0.050 -0.481 0.000
H -0.616294 0.066622 -3.882662 0.626 -1.220 -0.996 0.002
H -1.567236 -0.824680 -2.129447 0.667 -1.379 -1.090 0.004
H -0.999929 -2.609707 -2.582737 -0.359 1.424 -0.438 0.000
H 1.737515 -0.234770 -0.773309 -0.243 0.673 -0.438 0.000
H 0.251666 0.637308 -1.492280 0.063 -0.138 0.975 0.004
H 1.486891 0.687649 -3.388431 -0.017 1.522 -0.304 0.005
H 3.488495 -1.522120 -6.230364 0.174 0.290 -1.140 0.040
H -3.206033 3.996274 7.163875 0.506 -0.557 -1.571 0.000
H -0.135906 -1.901648 -0.527949 0.039 0.610 0.366 0.001
H -4.165880 4.144825 8.391075 0.800 0.252 0.664 0.000
H -2.568891 3.443946 8.660037 -1.246 0.663 -0.878 0.000
H -3.895673 2.669044 8.096723 -0.310 -1.767 -1.279 0.000
```
Positions in Å, forces in eV/Å.

Computed properties:
HOMO level (alpha / beta) (eV): -13.298 / -13.487
Energy relative to the best compared isomer or geometry (same formula, charge and spin) (kJ/mol): 39.2
Molar mass (g/mol): 173.3
Net charge: +2
HOMO-LUMO gap (alpha / beta) (eV): 6.92 / 5.64
E_LUMO (alpha / beta) (eV): -6.38 / -7.85
⟨S²⟩: 2.08
Max |F| (eV/A): 3.45
Multiplicity: 3


No. 6
ORCA calculation (ωB97M-V/def2-TZVPD) on a molecular structure, C7H15N4 in a non-equilibrium geometry.

Geometry as XYZ:
```
26
Properties=species:S:1:pos:R:3:forces:R:3:nbo_charge:R:1
C -1.882532 0.999351 -1.879915 1.782 1.594 -2.714 0.242
C 0.215651 1.441560 -2.019666 -1.880 -1.813 1.017 0.241
C 2.319622 0.537174 0.044894 0.067 4.831 -1.956 -0.652
C 0.604612 1.781410 1.365953 2.324 -1.474 1.243 -0.640
C -1.303206 -2.818641 0.210309 -2.252 1.097 -0.304 -0.414
C 0.235685 -1.017959 1.052435 2.537 1.053 -5.054 -0.175
C 0.858847 0.739235 0.323720 -2.117 -4.021 3.131 0.171
N -0.886464 1.449104 -2.726596 -2.029 -0.117 0.198 -0.414
N -1.370777 0.792550 -0.704211 1.072 -1.480 1.792 -0.310
N -0.011960 0.921463 -0.791045 0.070 1.415 -1.738 -0.170
N -1.056672 -1.431441 0.785328 0.170 -1.662 -3.738 -0.658
H -2.902978 0.876145 -2.220549 0.083 -0.040 0.489 0.257
H 1.155412 1.576431 -2.424762 1.811 0.660 -0.474 0.234
H 2.396672 0.322103 -1.022073 0.813 -1.055 0.395 0.231
H 2.896754 1.614845 0.113522 -1.529 -2.191 -0.222 0.226
H 2.839064 0.028755 0.798206 0.499 -1.563 0.583 0.259
H -0.372483 1.832235 1.787216 -0.933 0.493 -0.323 0.231
H 1.035516 2.611174 0.819474 -0.361 1.222 0.961 0.226
H 1.246111 1.446003 2.260329 -0.584 1.021 -1.289 0.235
H -2.417794 -2.904614 -0.101226 1.965 0.400 0.193 0.217
H -0.651432 -3.092791 -0.577262 0.543 0.308 -1.099 0.214
H -1.187597 -3.595202 0.921092 0.302 -0.518 1.241 0.207
H 0.555264 -1.041662 1.995239 0.909 0.593 4.128 0.192
H 0.977253 -1.672865 0.522522 -0.780 0.577 0.124 0.203
H -1.589627 0.035087 -0.002658 -0.400 -0.133 -0.080 0.462
H -1.702943 -1.429449 1.469723 -2.082 0.804 3.495 0.386
```
Positions in Å, forces in eV/Å.

Computed properties:
HOMO level (eV): -12.822
Energy relative to the best compared isomer or geometry (same formula, charge and spin) (kJ/mol): 327.6
Molar mass (g/mol): 155.2
Net charge: +1
HOMO-LUMO gap (eV): 9.35
E_LUMO (eV): -3.47
Max |F| (eV/A): 5.75